Computed, not measured: C11H4AlN2O5 as an isolated structure, with the ωB97M-V functional and the def2-TZVPD basis.

## Properties
molecular weight	271.14	g mol⁻¹
E_tot	-1148.4905	Ha
charge	+3
multiplicity	1
HOMO level	-20.5	eV
ΔE to the lowest compared entry with this formula, charge and spin	0.00	kJ/mol

Cartesian coordinates (Å):
O -1.5265 2.6633 -0.7499
C -0.9657 1.6846 -0.4742
Al 0.0618 -0.1089 0.0333
O 0.1573 0.9329 2.9977
C 0.0945 0.5981 1.8898
C -0.1067 -0.5810 -1.8944
O -0.1564 -0.9345 -2.9973
C 1.7287 0.9033 -0.3691
O 2.7485 1.4101 -0.5845
C -1.7400 -0.8814 0.3645
O -2.7471 -1.4109 0.5847
N 0.4849 -5.1051 3.8589
C 0.8302 -4.4582 2.9599
C 1.2713 -3.6332 1.8250
C 2.3445 -4.0559 1.0380
C 2.7196 -3.2901 -0.0319
C 2.0281 -2.1088 -0.3088
N 1.0476 -1.7904 0.4944
C 0.6084 -2.4639 1.5432
H 2.8674 -4.9869 1.2695
H 3.5401 -3.5746 -0.6743
H 2.3177 -1.4962 -1.1767
H -0.2451 -2.1256 2.1490

Atom charges from the natural (NBO) analysis, given in e for atoms 1 to 8: number 1, O, carries -0.177; number 2, C, carries 0.538; number 3, Al, carries 0.789; number 4, O, carries -0.166; number 5, C, carries 0.544; number 6, C, carries 0.545; number 7, O, carries -0.171; number 8, C, carries 0.545